{
  "formula": "C37H43O6PPbS",
  "method": "wB97M-V/def2-TZVPD",
  "charge": 0,
  "homo_energy_ha": [-0.2888, -0.2899],
  "spin_multiplicity": 1,
  "orbital_gap_ev": [6.474, 6.435],
  "species": ["Pb", "C", "C", "C", "O", "C", "C", "O", "C", "O", "C", "C", "C", "C", "C", "C", "C", "C", "C", "C", "C", "C", "C", "O", "C", "C", "C", "C", "C", "C", "C", "C", "C", "C", "C", "C", "H", "H", "H", "H", "H", "H", "H", "H", "H", "H", "H", "H", "H", "H", "H", "H", "H", "H", "H", "H", "H", "H", "H", "H", "H", "H", "H", "H", "S", "C", "C", "P", "C", "C", "C", "C", "H", "H", "H", "H", "H", "H", "H", "H", "H", "H", "H", "H", "H", "H", "H", "O", "O"],
  "xyz": [[-0.7558, 0.6076, 0.0275], [0.5955, -5.2761, 1.5314], [0.0358, -4.2412, 2.4850], [-0.0779, -4.7487, 3.9102], [-1.2244, -3.8345, 1.9993], [-1.3265, -2.4139, 2.0458], [0.1392, -1.9778, 1.9564], [0.8676, -3.0830, 2.4798], [0.4288, -0.6534, 2.6883], [-0.4643, 0.2930, 2.2313], [0.3064, -0.8382, 4.2069], [-0.7494, -0.2358, 4.8786], [-0.8751, -0.3607, 6.2580], [0.0609, -1.0839, 6.9814], [1.1229, -1.6856, 6.3165], [1.2445, -1.5635, 4.9414], [1.8867, -0.1682, 2.4224], [2.9186, -1.0498, 1.8376], [4.3146, -0.8649, 2.2523], [4.6627, 0.1561, 3.0449], [3.6669, 1.0729, 3.5776], [2.3673, 0.9015, 3.3181], [-2.2548, -1.9043, 0.8881], [-1.4912, -1.4241, -0.1808], [-3.2488, -0.8094, 1.3490], [-3.6212, -0.5465, 2.6623], [-4.4976, 0.4887, 2.9637], [-5.0371, 1.2757, 1.9579], [-4.7109, 0.9973, 0.6380], [-3.8342, -0.0368, 0.3435], [-3.1328, -3.0698, 0.4051], [-4.0578, -3.6669, 1.2581], [-4.8531, -4.7107, 0.8200], [-4.7412, -5.1740, -0.4870], [-3.8276, -4.5803, -1.3421], [-3.0271, -3.5327, -0.8962], [-0.0692, -6.1395, 1.4900], [1.5836, -5.5982, 1.8618], [0.6673, -4.8420, 0.5335], [-0.7094, -5.6372, 3.9379], [-0.5147, -3.9753, 4.5432], [0.9106, -4.9979, 4.2989], [-1.7302, -2.1161, 3.0141], [0.3980, -1.8427, 0.9031], [-1.4571, 0.3436, 4.3007], [-1.7045, 0.1147, 6.7676], [-0.0269, -1.1694, 8.0573], [1.8611, -2.2497, 6.8732], [2.0733, -2.0421, 4.4348], [2.6194, -2.0458, 1.5452], [5.0445, -1.5916, 1.9197], [5.6966, 0.2814, 3.3409], [3.9886, 1.8671, 4.2387], [1.6074, 1.5314, 3.7636], [-3.2298, -1.1327, 3.4813], [-4.7519, 0.6834, 3.9983], [-5.7135, 2.0857, 2.1984], [-5.1437, 1.5806, -0.1657], [-3.6147, -0.2825, -0.6894], [-4.1559, -3.3140, 2.2786], [-5.5651, -5.1657, 1.4974], [-5.3639, -5.9898, -0.8317], [-3.7336, -4.9317, -2.3627], [-2.3094, -3.0617, -1.5543], [2.2196, 0.2184, 0.6312], [-2.0420, -0.4649, -3.6939], [-0.6664, 0.1633, -3.9270], [0.4637, -0.2034, -2.5337], [0.8308, -1.9941, -2.6523], [0.9670, -2.6254, -4.0367], [1.9995, 0.7180, -2.9414], [2.4883, 0.7137, -4.3898], [-2.7239, -0.2225, -4.5096], [-2.4867, -0.1048, -2.7641], [-1.9795, -1.5516, -3.6166], [-0.7499, 1.2526, -3.9775], [-0.2319, -0.1828, -4.8669], [0.0244, -2.4733, -2.0891], [1.7401, -2.1425, -2.0620], [0.0688, -2.4754, -4.6375], [1.1156, -3.7021, -3.9403], [1.8144, -2.2258, -4.5923], [2.7711, 0.3329, -2.2699], [1.8053, 1.7468, -2.6215], [2.7556, -0.2871, -4.7255], [3.3766, 1.3404, -4.4863], [1.7341, 1.1119, -5.0690], [-1.1987, 2.9103, -1.5501], [-1.5167, 3.9846, -1.1335]],
  "lowdin_charge": [1.311, 0.022, -0.578, 0.023, 0.000, -0.126, -0.192, -0.033, -0.487, -0.348, -0.142, -0.025, -0.075, -0.095, -0.076, -0.029, -0.520, -0.387, -0.090, -0.077, -0.068, -0.056, -0.405, -0.407, -0.172, -0.038, -0.067, -0.088, -0.076, -0.082, -0.136, -0.021, -0.078, -0.100, -0.082, -0.018, 0.093, 0.089, 0.090, 0.091, 0.088, 0.092, 0.136, 0.119, 0.104, 0.100, 0.098, 0.102, 0.122, 0.108, 0.108, 0.104, 0.105, 0.134, 0.103, 0.105, 0.100, 0.104, 0.101, 0.120, 0.100, 0.096, 0.097, 0.091, 0.861, -0.138, -0.408, 0.853, -0.383, -0.135, -0.413, -0.141, 0.076, 0.049, 0.063, 0.078, 0.071, 0.056, 0.081, 0.061, 0.073, 0.054, 0.051, 0.074, 0.055, 0.071, 0.063, -0.173, 0.020]
}

***

{
  "formula": "C37H44CoN4O4P3",
  "method": "wB97M-V/def2-TZVPD",
  "charge": 1,
  "homo_energy_ha": [-0.4056, -0.4309],
  "spin_multiplicity": 2,
  "orbital_gap_ev": [7.277, 8.545],
  "species": ["Co", "O", "N", "C", "C", "C", "C", "C", "C", "C", "P", "C", "C", "C", "C", "C", "C", "C", "C", "C", "C", "C", "C", "H", "H", "H", "H", "H", "H", "H", "H", "H", "H", "H", "H", "H", "H", "H", "H", "C", "P", "C", "N", "C", "C", "C", "C", "C", "C", "N", "C", "P", "C", "C", "C", "C", "C", "C", "C", "C", "C", "H", "H", "H", "H", "H", "H", "H", "H", "H", "H", "H", "H", "H", "H", "H", "H", "H", "H", "H", "H", "H", "H", "H", "H", "H", "H", "H", "H", "O", "N", "O", "O"],
  "xyz": [[-0.0156, -0.3075, -0.1829], [1.0158, 0.4940, 2.5008], [0.2461, -0.5450, 1.9988], [-0.1049, -1.3805, 2.8956], [-1.0194, -2.4962, 2.7847], [-1.3140, -3.1342, 3.9988], [-2.2287, -4.1627, 4.0753], [-2.8877, -4.5778, 2.9284], [-2.5916, -3.9802, 1.7134], [-1.6604, -2.9453, 1.6145], [-1.2599, -2.3159, -0.0538], [-2.8785, -2.3099, -0.9102], [-4.0891, -2.1297, -0.2458], [-5.2543, -1.9171, -0.9629], [-5.2268, -1.8414, -2.3453], [-4.0365, -2.0672, -3.0187], [-2.8790, -2.3133, -2.3038], [-0.3784, -3.7409, -0.8017], [0.5135, -3.4657, -1.8348], [1.1741, -4.4881, -2.4889], [0.9687, -5.8035, -2.1093], [0.0965, -6.0853, -1.0711], [-0.5720, -5.0651, -0.4147], [1.4622, 0.9132, 1.7328], [0.2726, -1.2034, 3.9043], [-0.8162, -2.8038, 4.8990], [-2.4357, -4.6321, 5.0259], [-3.6253, -5.3651, 2.9738], [-3.1031, -4.3208, 0.8219], [-4.1290, -2.1679, 0.8315], [-6.1879, -1.8021, -0.4329], [-6.1296, -1.6218, -2.8951], [-4.0113, -2.0475, -4.0994], [-1.9640, -2.5403, -2.8292], [0.7127, -2.4387, -2.1032], [1.8652, -4.2541, -3.2846], [1.4910, -6.6036, -2.6142], [-0.0688, -7.1092, -0.7646], [-1.2247, -5.3157, 0.4068], [-0.0060, -0.8492, -4.0536], [0.1031, 0.2372, -2.5791], [-1.5492, 1.0324, -2.6622], [-2.1626, 0.9563, -3.8100], [-3.4246, 1.3950, -3.9318], [-4.0998, 1.3345, -5.1638], [-5.3771, 1.8176, -5.2550], [-6.0287, 2.3582, -4.1310], [-5.4107, 2.4022, -2.9102], [-4.0951, 1.9231, -2.7864], [-3.4511, 1.9706, -1.6077], [-2.2201, 1.5629, -1.5161], [-1.3806, 1.6536, 0.1240], [-0.8758, 3.4206, 0.1285], [-2.7043, 1.7314, 1.4776], [-3.8339, 2.7333, 1.2455], [-3.3086, 0.3350, 1.5852], [-1.9700, 2.1006, 2.7728], [1.3181, 1.5288, -3.2832], [2.7059, 0.8875, -3.3059], [0.9212, 1.9789, -4.6901], [1.3442, 2.7302, -2.3465], [-0.4331, -0.2881, -4.8806], [-0.6280, -1.7151, -3.8583], [0.9906, -1.1968, -4.3141], [-3.5853, 0.9213, -6.0168], [-5.8927, 1.8022, -6.2027], [-7.0280, 2.7491, -4.2432], [-5.8934, 2.8160, -2.0379], [-1.7567, 4.0391, -0.0391], [-0.1423, 3.6363, -0.6350], [-0.4337, 3.6466, 1.0966], [-4.4692, 2.4217, 0.4227], [-3.4739, 3.7386, 1.0432], [-4.4403, 2.7769, 2.1491], [-3.8613, 0.1093, 0.6749], [-3.9956, 0.2708, 2.4284], [-2.5274, -0.4141, 1.7222], [-1.7360, 3.1614, 2.8024], [-1.0464, 1.5416, 2.8994], [-2.6124, 1.8823, 3.6248], [2.7158, -0.0657, -3.8297], [3.0827, 0.7389, -2.2983], [3.3977, 1.5534, -3.8189], [1.1649, 1.2275, -5.4371], [1.4841, 2.8789, -4.9376], [-0.1400, 2.2184, -4.7570], [1.3927, 2.3909, -1.3122], [0.4645, 3.3506, -2.5119], [2.2291, 3.3339, -2.5363], [3.8281, -0.6213, -0.0886], [2.6409, -0.5255, -0.0831], [1.8759, -1.4981, -0.2044], [2.0690, 0.5983, 0.0344]],
  "lowdin_charge": [0.169, -0.034, -0.053, -0.057, -0.189, -0.015, -0.044, -0.037, -0.114, -0.282, 1.114, -0.330, -0.123, -0.062, -0.067, -0.068, -0.091, -0.316, -0.129, -0.057, -0.062, -0.061, -0.062, 0.075, 0.150, 0.119, 0.117, 0.117, 0.113, 0.095, 0.113, 0.110, 0.112, 0.076, 0.041, 0.111, 0.112, 0.111, 0.087, -0.216, 1.080, -0.386, 0.130, -0.207, -0.003, -0.054, -0.053, 0.001, -0.197, 0.148, -0.367, 1.059, -0.196, -0.671, -0.086, -0.096, -0.086, -0.667, -0.073, -0.078, -0.101, 0.045, 0.016, 0.051, 0.118, 0.112, 0.112, 0.117, 0.053, 0.007, 0.053, 0.056, 0.072, 0.094, 0.061, 0.104, 0.040, 0.080, 0.053, 0.095, 0.074, 0.066, 0.100, 0.083, 0.097, 0.072, 0.046, 0.079, 0.102, 0.122, -0.558, -0.059, -0.130]
}